Density functional theory data (ωB97M-V with the def2-TZVPD basis set) for a 9-piece molecular cluster, C20H32F4N4O22S overall at a distorted geometry.

Properties
Molar mass = 788.54 g mol⁻¹
Kohn-Sham gap = 10.5 eV
Multiplicity = 1
Energy relative to the best compared isomer or geometry (same formula, charge and spin) = 0.00 kJ/mol

Structure (XYZ):
```
83
Properties=species:S:1:pos:R:3:forces:R:3
O 2.596 -1.184 -2.351 -4.0 3.2 -3.7
C 1.726 -0.617 -3.090 2.9 -3.0 3.0
O 0.967 -1.268 -4.022 1.3 0.5 1.1
C -0.238 -0.486 -4.177 1.4 -0.2 -0.1
C 0.411 0.905 -3.972 -0.9 -1.6 -3.2
F -0.515 1.815 -3.756 -0.8 1.5 1.3
O 1.355 0.721 -3.010 1.2 -1.5 2.0
H -0.636 -0.716 -5.165 -0.1 0.4 0.2
H -0.868 -0.870 -3.376 -0.5 0.9 -0.1
H 0.986 1.209 -4.847 -0.3 0.1 -0.6
O -3.753 -1.966 1.698 -4.1 -1.2 0.2
C -4.923 -2.361 1.865 4.2 1.2 0.2
O -5.608 -3.124 1.060 -1.7 -2.1 -1.4
C -6.843 -3.653 1.666 0.5 2.3 2.0
C -6.755 -2.995 3.153 0.5 0.1 -5.0
F -6.423 -3.992 3.921 0.9 -1.2 2.3
O -5.634 -2.067 2.950 -2.2 -0.2 2.5
H -7.753 -3.280 1.196 0.4 0.0 -0.6
H -6.902 -4.730 1.820 0.6 0.1 -0.5
H -7.738 -2.616 3.434 0.6 1.0 0.4
O 0.730 -2.679 3.485 -3.1 5.2 0.6
C -0.048 -1.694 3.692 4.9 -1.7 -0.9
O -1.216 -1.762 4.159 -3.3 -2.2 1.4
C -1.971 -0.579 4.077 -1.0 1.1 -1.1
C -0.891 0.476 4.026 0.6 -1.0 0.4
F -0.628 0.857 5.318 0.3 0.3 0.3
O 0.214 -0.288 3.562 0.9 -0.9 -0.7
H -2.560 -0.617 3.161 0.2 0.0 -0.1
H -2.697 -0.434 4.876 0.6 -0.4 0.4
H -1.015 1.391 3.446 -0.1 -0.3 -0.2
O -2.509 -3.288 -6.380 0.2 -0.2 1.8
C -2.667 -3.158 -5.193 2.3 0.4 -1.2
O -1.698 -3.051 -4.223 0.8 -1.2 -1.8
C -2.286 -3.022 -2.940 -0.2 1.2 -0.2
C -3.622 -2.327 -3.340 1.4 -2.3 1.3
F -3.421 -1.012 -3.485 -0.1 0.9 -0.5
O -3.814 -2.960 -4.606 -3.3 1.1 1.2
H -2.376 -4.012 -2.494 -0.3 0.0 -0.2
H -1.597 -2.421 -2.347 -0.5 0.0 0.4
H -4.407 -2.493 -2.601 -0.4 -0.1 -0.7
C 3.509 -0.140 2.948 -0.6 0.6 -0.2
N 4.642 0.813 3.182 -0.3 0.4 0.5
O 4.432 2.052 3.168 0.6 -2.6 -0.1
O 5.666 0.246 3.510 0.1 1.1 -0.2
H 3.120 -0.370 3.940 -0.1 0.2 -0.1
H 3.827 -1.087 2.510 0.4 0.4 -0.1
H 2.776 0.386 2.336 0.1 -0.2 0.2
C -1.838 3.725 -0.151 -0.6 -0.4 0.8
N -1.496 4.222 1.194 -0.7 0.3 1.0
O -2.205 3.854 2.124 0.3 -0.1 -0.4
O -0.574 4.985 1.309 0.7 0.4 -0.1
H -1.592 2.667 -0.063 0.4 0.0 -0.7
H -1.327 4.354 -0.880 -0.2 -0.5 0.0
H -2.928 3.744 -0.139 0.1 0.3 -0.6
C 0.563 0.350 0.527 0.6 0.7 0.5
N -0.689 -0.375 0.397 0.6 -0.9 -0.4
O -1.678 -0.073 0.954 -2.9 3.6 2.7
O -0.696 -1.415 -0.156 1.7 -3.2 -3.2
H 1.105 -0.308 1.206 0.2 0.4 0.0
H 0.348 1.331 0.952 0.2 -0.3 0.1
H 1.143 0.453 -0.390 -0.5 -0.3 -0.1
C 3.021 -4.144 -1.218 0.6 0.3 -0.2
N 1.925 -3.597 -0.399 -0.1 1.0 -0.5
O 0.788 -3.868 -0.717 -0.1 -0.1 0.6
O 2.295 -2.779 0.440 -0.9 -0.9 -0.2
H 3.514 -4.912 -0.623 0.2 0.3 -0.1
H 3.569 -3.212 -1.361 0.7 -0.6 -0.1
H 2.722 -4.536 -2.190 -0.5 0.0 0.4
O 2.430 2.441 0.309 0.4 -0.2 -0.7
S 3.720 2.764 -0.287 -0.1 -0.5 1.9
O 4.721 1.726 -0.453 -0.6 0.7 0.0
C 3.489 3.661 -1.817 -0.8 0.1 0.7
C 3.921 5.084 -1.451 -0.1 -0.7 -1.1
C 5.023 5.021 -0.375 0.5 0.0 0.2
C 4.414 4.112 0.750 -0.1 1.3 -1.9
H 2.413 3.708 -1.984 0.1 -0.5 -0.2
H 4.005 3.189 -2.653 0.2 0.0 0.3
H 4.082 5.483 -2.452 1.0 0.8 0.3
H 3.021 5.608 -1.131 0.2 0.1 0.6
H 5.224 6.038 -0.039 0.1 -0.1 0.3
H 5.975 4.607 -0.705 -0.1 0.0 -0.5
H 3.680 4.838 1.099 -0.8 -1.0 0.5
H 4.970 3.702 1.593 0.3 0.0 -0.5
```
Positions in Å, forces in eV/Å.

List of Löwdin charges in e, atom by atom: number 1, O, carries 0.10; number 2, C, carries -0.40; number 3, O, carries 0.06; number 4, C, carries -0.01; number 5, C, carries -0.39; number 6, F, carries 0.11; number 7, O, carries 0.12; number 8, H, carries 0.15; number 9, H, carries 0.11; number 10, H, carries 0.17; number 11, O, carries 0.11; number 12, C, carries -0.56; number 13, O, carries 0.08; number 14, C, carries 0.02; number 15, C, carries -0.27; number 16, F, carries 0.10; number 17, O, carries 0.13; number 18, H, carries 0.12; number 19, H, carries 0.13; number 20, H, carries 0.16; number 21, O, carries 0.09; number 22, C, carries -0.47; number 23, O, carries 0.12; number 24, C, carries -0.05; number 25, C, carries -0.28; number 26, F, carries 0.05; number 27, O, carries 0.05; number 28, H, carries 0.10; number 29, H, carries 0.15; number 30, H, carries 0.16; number 31, O, carries 0.17; number 32, C, carries -0.56; number 33, O, carries 0.02; number 34, C, carries -0.05; number 35, C, carries -0.26; number 36, F, carries 0.09; number 37, O, carries 0.14; number 38, H, carries 0.15; number 39, H, carries 0.11; number 40, H, carries 0.17; number 41, C, carries 0.05; number 42, N, carries -0.40; number 43, O, carries 0.02; number 44, O, carries 0.07; number 45, H, carries 0.11; number 46, H, carries 0.10; number 47, H, carries 0.07; number 48, C, carries 0.05; number 49, N, carries -0.47; number 50, O, carries 0.04; number 51, O, carries 0.08; number 52, H, carries 0.09; number 53, H, carries 0.10; number 54, H, carries 0.10; number 55, C, carries 0.03; number 56, N, carries -0.46; number 57, O, carries 0.07; number 58, O, carries 0.08; number 59, H, carries 0.09; number 60, H, carries 0.09; number 61, H, carries 0.09; number 62, C, carries 0.03; number 63, N, carries -0.44; number 64, O, carries 0.06; number 65, O, carries 0.04; number 66, H, carries 0.10; number 67, H, carries 0.08; number 68, H, carries 0.10; number 69, O, carries -0.35; number 70, S, carries 0.69; number 71, O, carries -0.31; number 72, C, carries -0.24; number 73, C, carries -0.22; number 74, C, carries -0.21; number 75, C, carries -0.19; number 76, H, carries 0.10; number 77, H, carries 0.11; number 78, H, carries 0.11; number 79, H, carries 0.12; number 80, H, carries 0.11; number 81, H, carries 0.11; number 82, H, carries 0.11; number 83, H, carries 0.09

Density functional theory data (ωB97M-V with the def2-TZVPD basis set) for a 4-piece molecular cluster, C20H32F9NO10 overall at a distorted geometry.

Properties
Molar mass = 617.46 g mol⁻¹
Kohn-Sham gap = 9.4 eV
Multiplicity = 1
Energy relative to the best compared isomer or geometry (same formula, charge and spin) = 343.22 kJ/mol

Structure (XYZ):
```
72
Properties=species:S:1:pos:R:3:forces:R:3
C 0.702 -1.421 3.847 0.2 0.7 -0.6
C 1.430 -0.721 2.543 -1.2 0.9 -0.5
C 2.248 0.683 2.936 -0.7 -1.6 0.3
N 1.167 1.782 2.888 -0.8 -5.1 -2.3
O 1.457 2.788 3.731 -3.4 4.1 3.1
C 0.111 3.282 4.175 0.5 1.4 6.4
O -0.009 3.451 5.515 0.3 -1.0 -9.3
O -0.941 3.585 3.193 1.8 -2.7 2.7
C -2.155 2.737 3.433 -0.7 -0.3 1.5
O -2.155 1.548 2.567 -1.4 2.5 0.9
C -3.502 1.196 2.094 -0.1 -2.1 -1.6
C -3.982 -0.218 2.813 -0.6 0.2 0.1
C -4.870 0.109 4.153 -0.1 -0.4 0.3
H 1.533 -1.808 4.575 -1.8 0.5 -1.3
H -0.049 -2.263 3.484 1.8 1.6 0.9
H 0.052 -0.590 4.383 1.3 -1.7 -0.9
H 0.539 -0.356 1.837 1.9 -0.8 1.3
H 2.069 -1.457 1.896 -1.1 1.4 1.5
H 2.608 0.534 4.041 -0.2 0.5 -2.1
H 3.105 0.849 2.156 -1.7 0.0 1.7
H 0.329 1.301 3.334 1.3 0.2 -1.0
H -2.187 2.369 4.567 0.4 1.0 -2.4
H -3.069 3.454 3.296 1.8 -1.5 -0.3
H -3.386 0.936 0.935 -0.1 0.8 2.5
H -4.296 2.053 2.163 1.6 -1.6 0.3
H -4.638 -0.850 2.045 1.3 1.6 1.6
H -3.060 -0.919 3.077 -1.8 1.8 -0.6
H -5.636 0.983 3.948 1.6 -1.7 0.4
H -4.192 0.389 5.089 -1.4 -0.5 -2.1
H -5.504 -0.836 4.459 1.3 1.9 -0.6
C -1.251 1.436 -4.754 0.0 -0.3 -0.1
C -1.499 1.688 -3.278 0.6 0.6 -0.4
O -2.435 0.735 -2.753 0.1 -1.9 0.9
C -1.922 -0.491 -2.417 2.7 1.7 -1.1
O -0.740 -0.798 -2.547 -3.0 0.2 0.5
C -3.011 -1.387 -1.829 -1.9 -1.5 0.8
F -4.171 -1.349 -2.546 1.2 0.2 0.4
F -3.341 -1.024 -0.556 0.6 0.0 -1.0
F -2.648 -2.700 -1.768 -0.2 1.9 0.0
H -2.196 1.428 -5.307 0.1 0.1 0.1
H -0.601 2.209 -5.175 -0.1 -0.1 0.1
H -0.780 0.462 -4.915 0.0 0.2 0.1
H -1.946 2.679 -3.147 -0.2 -0.4 0.2
H -0.566 1.678 -2.703 -0.2 -0.2 -0.1
C -1.093 -4.605 -3.126 0.4 -0.1 0.0
C -1.627 -5.959 -3.556 -0.3 0.4 0.7
O -0.998 -6.386 -4.774 1.6 -1.1 -0.5
C 0.241 -6.959 -4.644 -0.9 0.7 3.1
O 0.814 -7.113 -3.569 -0.9 0.1 -2.8
C 0.771 -7.410 -6.005 1.1 -0.7 -2.3
F 0.596 -6.469 -6.977 0.0 -0.6 1.1
F 0.145 -8.537 -6.451 0.2 0.9 0.8
F 2.103 -7.695 -5.991 -1.4 0.4 0.5
H -1.202 -3.874 -3.933 -0.1 -0.1 0.1
H -1.627 -4.241 -2.243 0.4 -0.5 -0.4
H -0.026 -4.658 -2.887 -0.2 -0.1 0.0
H -2.699 -5.880 -3.762 0.3 -0.1 -0.3
H -1.505 -6.711 -2.768 0.2 0.1 -0.3
C 4.734 4.187 2.449 0.3 -0.2 0.0
C 3.892 4.608 1.259 -0.4 -0.2 0.8
O 4.726 4.898 0.127 0.8 -1.1 -1.6
C 5.148 3.818 -0.604 -1.9 -1.3 2.4
O 4.856 2.655 -0.338 1.0 2.6 -1.1
C 5.983 4.270 -1.801 1.6 0.6 -2.0
F 6.902 5.224 -1.473 -0.9 -0.8 0.1
F 5.212 4.811 -2.789 0.2 -0.5 1.1
F 6.683 3.254 -2.378 -1.0 0.7 0.9
H 5.493 4.944 2.670 -0.2 0.0 0.0
H 4.108 4.042 3.334 0.0 0.0 -0.2
H 5.266 3.252 2.246 -0.2 0.1 0.0
H 3.352 5.530 1.501 0.3 0.0 -0.3
H 3.139 3.852 1.007 0.3 0.0 -0.1
```
Positions in Å, forces in eV/Å.

List of Löwdin charges in e, atom by atom: number 1, C, carries -0.14; number 2, C, carries -0.23; number 3, C, carries -0.15; number 4, N, carries -0.11; number 5, O, carries -0.08; number 6, C, carries -0.23; number 7, O, carries 0.02; number 8, O, carries -0.02; number 9, C, carries -0.15; number 10, O, carries -0.18; number 11, C, carries -0.19; number 12, C, carries -0.21; number 13, C, carries -0.15; number 14, H, carries 0.08; number 15, H, carries 0.08; number 16, H, carries 0.08; number 17, H, carries 0.11; number 18, H, carries 0.11; number 19, H, carries 0.13; number 20, H, carries 0.12; number 21, H, carries 0.09; number 22, H, carries 0.16; number 23, H, carries 0.16; number 24, H, carries 0.12; number 25, H, carries 0.13; number 26, H, carries 0.11; number 27, H, carries 0.12; number 28, H, carries 0.08; number 29, H, carries 0.08; number 30, H, carries 0.08; number 31, C, carries -0.06; number 32, C, carries -0.21; number 33, O, carries 0.01; number 34, C, carries -0.32; number 35, O, carries 0.15; number 36, C, carries -0.46; number 37, F, carries 0.15; number 38, F, carries 0.13; number 39, F, carries 0.11; number 40, H, carries 0.08; number 41, H, carries 0.08; number 42, H, carries 0.08; number 43, H, carries 0.13; number 44, H, carries 0.13; number 45, C, carries -0.06; number 46, C, carries -0.20; number 47, O, carries 0.01; number 48, C, carries -0.32; number 49, O, carries 0.14; number 50, C, carries -0.47; number 51, F, carries 0.14; number 52, F, carries 0.14; number 53, F, carries 0.14; number 54, H, carries 0.09; number 55, H, carries 0.06; number 56, H, carries 0.08; number 57, H, carries 0.13; number 58, H, carries 0.13; number 59, C, carries -0.06; number 60, C, carries -0.21; number 61, O, carries 0.01; number 62, C, carries -0.32; number 63, O, carries 0.14; number 64, C, carries -0.47; number 65, F, carries 0.14; number 66, F, carries 0.14; number 67, F, carries 0.14; number 68, H, carries 0.08; number 69, H, carries 0.08; number 70, H, carries 0.08; number 71, H, carries 0.13; number 72, H, carries 0.12

> Look up the energy relative to the best compared isomer or geometry (same formula, charge and spin) of the second one.

343.22 kJ/mol